Molecular formula: C21H63AsF6O10
Method: DFT, ωB97M-V/def2-TZVPD

Its total charge is -1. The spin multiplicity is 2. As for the HOMO-LUMO gap (alpha / beta): 3.81 / 9.38 eV. The calculation puts the total energy at -120416.980 eV. The HOMO energy (alpha / beta) is -1.655 / -7.156 eV.

Element x y z (Å)
O -0.290 -0.871 4.186
H -0.446 -1.419 4.958
H 0.325 -0.154 4.354
H -1.115 -0.586 3.785
As 0.161 0.057 0.386
F -0.359 0.015 -1.355
F -1.581 0.064 0.964
F 0.678 0.084 2.068
F 1.843 0.053 -0.189
F -0.003 1.853 0.366
F 0.080 -1.805 0.423
C 1.129 3.573 -2.087
C 1.663 4.250 -0.864
O 2.256 5.448 -1.220
H 0.769 2.552 -1.959
H 1.754 3.634 -2.978
H 0.328 4.254 -2.373
H 2.484 3.711 -0.389
H 0.896 4.523 -0.140
H 2.462 5.863 -0.379
C 1.875 3.364 2.997
C 2.120 4.228 4.188
O 1.738 3.493 5.336
H 2.586 2.552 2.843
H 2.070 4.007 2.139
H 0.841 3.036 2.896
H 1.589 5.176 4.103
H 3.179 4.487 4.179
H 2.082 3.942 6.112
C 2.906 -3.150 1.155
C 4.144 -4.041 1.159
O 3.837 -5.057 2.030
H 2.775 -2.707 2.143
H 2.033 -3.759 0.920
H 2.859 -2.330 0.438
H 5.032 -3.541 1.546
H 4.330 -4.507 0.192
H 3.123 -5.596 1.681
C -3.186 -4.213 2.757
C -2.588 -3.136 1.878
O -1.224 -2.983 2.299
H -2.619 -5.138 2.855
H -4.125 -4.572 2.337
H -3.460 -3.836 3.743
H -3.228 -2.256 1.942
H -2.559 -3.486 0.847
H -0.726 -2.715 1.523
C -4.716 -0.707 -2.427
C -3.769 -0.104 -1.429
O -3.881 -0.833 -0.189
H -4.313 -1.677 -2.718
H -4.901 -0.079 -3.299
H -5.645 -0.953 -1.914
H -4.046 0.933 -1.239
H -2.749 -0.149 -1.809
H -3.122 -0.556 0.329
C -1.698 1.765 -3.816
C -1.216 0.562 -4.592
O 0.064 0.234 -4.060
H -1.098 2.652 -4.018
H -1.577 1.587 -2.747
H -2.743 1.954 -4.058
H -1.043 0.791 -5.643
H -1.887 -0.288 -4.470
H -0.036 0.107 -3.114
C -1.858 3.052 3.051
C -3.433 3.091 2.994
C -3.940 2.328 1.717
O -3.853 2.393 4.169
H -1.472 3.536 3.948
H -1.485 3.642 2.215
H -1.418 2.055 3.085
H -3.864 4.092 3.009
H -3.546 1.313 1.778
H -3.549 2.771 0.802
H -5.025 2.363 1.621
H -4.533 2.898 4.622
C 4.689 1.299 -2.677
C 4.350 -0.244 -2.551
C 4.843 -0.714 -1.194
O 2.911 -0.390 -2.533
H 4.245 1.639 -3.613
H 5.759 1.502 -2.705
H 4.260 1.893 -1.870
H 4.778 -0.847 -3.352
H 4.486 -1.743 -1.149
H 4.462 -0.200 -0.311
H 5.932 -0.654 -1.174
H 2.606 -0.141 -1.658
C 0.890 -3.674 -2.204
C -0.432 -3.806 -2.996
C -1.617 -3.398 -2.129
O -0.378 -3.064 -4.166
H 0.803 -4.218 -1.264
H 1.191 -2.647 -1.996
H 1.626 -4.077 -2.899
H -0.583 -4.853 -3.259
H -2.611 -3.288 -2.562
H -1.408 -2.478 -1.582
H -1.621 -4.023 -1.236
H -1.270 -3.006 -4.516

***

Molecular formula: C4H6O2
Method: DFT, ωB97M-V/def2-TZVPD

The calculation puts the relative energy (zero: lowest compared OMol25 entry of this formula, charge and spin) at 83.40 kcal per mole. Its total charge is 0. As for the HOMO-LUMO gap: 9.46 eV. The calculation puts the total energy at -8336.845 eV. The HOMO energy is -9.109 eV.

Element x y z (Å)
C 1.130 -0.983 0.004
C 0.193 2.035 -0.111
O -0.534 1.186 -0.787
C -1.203 0.198 0.020
C -0.275 -0.895 0.544
O -0.719 -1.660 1.369
H 1.735 -0.181 0.443
H 1.550 -1.952 0.281
H 1.152 -0.848 -1.082
H 0.619 2.672 -0.925
H -1.960 -0.260 -0.623
H -1.687 0.688 0.867

***

Molecular formula: C4H10O2S
Method: DFT, ωB97M-V/def2-TZVPD

The calculation puts the relative energy (zero: lowest compared OMol25 entry of this formula, charge and spin) at 17.99 kcal per mole. Its total charge is +1. The spin multiplicity is 2. As for the HOMO-LUMO gap (alpha / beta): 9.29 / 4.55 eV. The calculation puts the total energy at -19230.798 eV. The HOMO energy (alpha / beta) is -13.352 / -13.348 eV.

Element x y z (Å)
O 1.372 -1.420 -2.421
C 0.699 -0.425 -2.481
C 1.008 0.763 -1.594
C 0.237 0.521 -0.280
C 0.892 -0.560 0.607
S 0.356 -0.377 2.360
H -0.189 -0.411 -3.143
H 0.536 1.640 -1.999
H 2.086 0.852 -1.497
H 0.204 1.441 0.286
H -0.777 0.184 -0.503
H 1.959 -0.355 0.716
H 0.680 -1.588 0.333
H -0.443 -1.464 2.307
H -3.396 0.662 1.924
H -2.486 0.489 3.108
O -2.736 0.049 2.275

***

Molecular formula: C50H42GeNO2W
Method: DFT, ωB97M-V/def2-TZVPD

Its total charge is +4. The spin multiplicity is 2. As for the HOMO-LUMO gap (alpha / beta): 4.02 / 4.02 eV. The calculation puts the total energy at -116416.420 eV. The HOMO energy (alpha / beta) is -17.992 / -17.992 eV.

Element x y z (Å)
W -0.525 -0.621 -1.029
O -1.152 0.686 -0.039
C -2.568 0.634 -0.169
C -3.144 -0.337 0.889
C -2.628 -1.757 0.943
C -3.230 -2.598 1.870
C -2.660 -3.826 2.159
C -1.442 -4.135 1.567
C -0.880 -3.283 0.629
C 0.533 -3.534 0.167
C 1.408 -2.282 0.503
O 0.964 -1.291 -0.416
C 1.098 -1.822 1.930
C 0.509 -0.582 2.164
C 0.241 -0.176 3.465
C 0.601 -0.983 4.535
C 1.233 -2.196 4.304
C 1.468 -2.622 3.008
C 2.922 -2.434 0.364
C 3.674 -1.317 0.765
C 5.056 -1.345 0.725
C 5.710 -2.488 0.283
C 4.966 -3.566 -0.190
C 3.577 -3.550 -0.140
N -1.517 -2.127 0.230
C -3.187 2.023 0.051
C -2.496 2.979 0.791
C -3.082 4.213 1.042
C -4.344 4.499 0.542
C -5.026 3.547 -0.205
C -4.454 2.309 -0.450
C -2.836 0.191 -1.629
C -3.883 -0.679 -1.993
C -4.353 -0.703 -3.302
C -3.800 0.127 -4.269
C -2.766 0.997 -3.935
C -2.294 1.054 -2.628
H -4.239 -0.316 0.841
H -2.904 0.093 1.874
H -4.116 -2.264 2.390
H -3.109 -4.484 2.889
H -0.925 -5.041 1.843
H 0.595 -3.746 -0.908
H 0.913 -4.405 0.702
H 0.355 0.126 1.330
H -0.210 0.788 3.648
H 0.427 -0.648 5.544
H 1.565 -2.799 5.135
H 1.977 -3.559 2.837
H 3.168 -0.425 1.112
H 5.617 -0.483 1.057
H 6.788 -2.540 0.293
H 5.474 -4.427 -0.602
H 3.032 -4.408 -0.504
H -1.512 2.753 1.180
H -2.561 4.939 1.647
H -4.792 5.462 0.731
H -6.014 3.762 -0.580
H -5.007 1.575 -1.022
H -4.392 -1.265 -1.238
H -5.184 -1.344 -3.553
H -4.223 0.157 -5.263
H -2.372 1.672 -4.679
H -1.661 1.891 -2.318
C 2.989 -0.213 -2.748
Ge 1.013 0.146 -2.815
C 0.295 -1.832 -3.085
C -1.119 -2.061 -3.130
C -1.616 -3.377 -3.212
C -0.757 -4.462 -3.208
C 0.617 -4.246 -3.168
C 1.131 -2.957 -3.073
C 0.958 1.257 -4.514
C 0.829 2.624 -4.276
C 0.997 3.566 -5.285
C 1.307 3.153 -6.569
C 1.447 1.785 -6.857
C 1.769 1.350 -8.164
C 1.919 0.003 -8.454
C 1.771 -0.940 -7.439
C 1.447 -0.542 -6.154
C 1.279 0.818 -5.820
H 3.334 -0.841 -3.571
H 3.289 -0.662 -1.800
H 3.515 0.738 -2.849
H -1.760 -1.272 -3.547
H -2.676 -3.537 -3.332
H -1.151 -5.464 -3.281
H 1.288 -5.088 -3.236
H 2.205 -2.816 -3.055
H 0.615 2.980 -3.272
H 0.907 4.619 -5.067
H 1.446 3.877 -7.357
H 1.893 2.091 -8.941
H 2.150 -0.314 -9.460
H 1.901 -1.986 -7.666
H 1.303 -1.276 -5.370

***

Molecular formula: C30H57Cl4N3O8S4
Method: DFT, ωB97M-V/def2-TZVPD

Its total charge is 0. As for the HOMO-LUMO gap: 9.83 eV. The calculation puts the total energy at -146312.569 eV. The HOMO energy is -9.854 eV. As for the SMILES: O=S1(=O)CCCC1.O=S1(=O)CCCC1.O=S1(=O)CCCC1.O=S1(=O)CCCC1.CCCC#N.CCCC#N.CCCC#N.ClCCl.ClCCl.

Element x y z (Å)
O 2.652 2.409 -1.986
S 2.807 1.832 -3.339
O 1.592 1.501 -4.076
C 3.975 2.944 -4.300
C 5.176 2.025 -4.618
C 5.345 0.993 -3.588
C 3.936 0.371 -3.245
H 4.254 3.773 -3.651
H 3.471 3.316 -5.192
H 5.134 1.673 -5.649
H 6.051 2.673 -4.665
H 5.766 1.391 -2.665
H 6.060 0.231 -3.899
H 3.815 -0.145 -2.292
H 3.560 -0.249 -4.058
O -6.021 -3.599 1.711
S -4.603 -3.814 2.027
O -4.074 -5.182 2.217
C -3.556 -2.763 0.963
C -2.834 -1.782 1.951
C -3.852 -1.491 3.024
C -4.288 -2.858 3.601
H -4.146 -2.191 0.247
H -2.906 -3.452 0.423
H -1.991 -2.340 2.361
H -2.412 -0.869 1.531
H -4.660 -0.975 2.505
H -3.337 -0.858 3.747
H -5.251 -2.914 4.110
H -3.459 -3.371 4.088
O 1.190 -4.720 4.817
S 0.193 -4.030 3.978
O -1.047 -3.483 4.516
C 1.044 -2.792 2.842
C 1.471 -3.653 1.653
C 0.216 -4.502 1.281
C -0.237 -5.234 2.591
H 1.805 -2.292 3.442
H 0.361 -1.998 2.540
H 1.779 -3.000 0.836
H 2.352 -4.271 1.827
H 0.410 -5.254 0.517
H -0.557 -3.822 0.924
H 0.347 -6.120 2.842
H -1.292 -5.449 2.760
O 1.519 -1.853 -3.566
S 0.620 -2.381 -4.620
O 1.203 -3.106 -5.745
C -0.824 -3.317 -3.931
C -1.968 -2.272 -3.968
C -1.854 -1.518 -5.257
C -0.426 -1.014 -5.288
H -0.539 -3.866 -3.033
H -1.087 -4.016 -4.724
H -2.893 -2.848 -3.956
H -2.062 -1.655 -3.074
H -2.571 -0.697 -5.258
H -2.014 -2.120 -6.151
H -0.281 -0.282 -4.494
H 0.011 -0.727 -6.244
C -6.153 3.129 -1.880
C -4.979 3.472 -1.016
C -3.662 2.703 -1.327
C -3.712 1.236 -1.348
N -3.795 0.072 -1.359
H -5.860 3.254 -2.923
H -6.990 3.822 -1.793
H -6.457 2.104 -1.670
H -5.248 3.371 0.036
H -4.814 4.535 -1.193
H -2.808 2.938 -0.692
H -3.317 2.958 -2.329
C 1.715 3.781 4.549
C 2.849 3.137 5.366
C 4.270 3.480 4.950
C 4.617 4.909 4.783
N 4.831 6.028 4.647
H 1.743 4.868 4.470
H 0.787 3.487 5.039
H 1.716 3.428 3.518
H 2.775 2.052 5.305
H 2.718 3.419 6.411
H 4.562 2.968 4.033
H 4.885 3.118 5.773
C 1.169 0.954 1.069
C -0.066 1.317 0.205
C -0.272 0.533 -1.142
C -0.311 -0.951 -0.907
N -0.302 -2.090 -0.794
H 1.200 1.667 1.892
H 2.084 0.973 0.478
H 1.055 0.010 1.602
H -0.046 2.388 -0.001
H -1.001 1.137 0.735
H 0.591 0.662 -1.795
H -1.234 0.823 -1.564
Cl -3.484 5.369 2.220
C -2.031 4.302 2.380
Cl -0.484 5.012 1.782
H -1.919 4.049 3.434
H -2.131 3.421 1.746
Cl 6.447 -1.387 -0.393
C 5.317 -0.216 0.369
Cl 3.990 -1.075 1.173
H 5.788 0.358 1.166
H 4.892 0.494 -0.341

***

Molecular formula: C4H7O3Yb
Method: DFT, ωB97M-V/def2-TZVPD

The calculation puts the relative energy (zero: lowest compared OMol25 entry of this formula, charge and spin) at 56.45 kcal per mole. Its total charge is +2. The spin multiplicity is 2. As for the HOMO-LUMO gap (alpha / beta): 4.57 / 6.61 eV. The calculation puts the total energy at -41910.399 eV. The HOMO energy (alpha / beta) is -14.724 / -16.765 eV.

Element x y z (Å)
H -1.393 -2.173 0.272
Yb 2.134 0.703 4.250
O 0.276 0.117 2.867
C -0.097 -0.366 1.804
O -1.339 -0.622 1.591
C -1.737 -1.138 0.332
H -0.680 -0.683 -0.706
H -2.785 -0.909 0.156
O 1.488 -0.931 -1.675
C 0.786 -0.048 -1.217
C 0.688 1.270 -1.911
H 0.648 -0.058 0.396
H 0.337 1.158 -2.942
H 0.004 1.915 -1.338
H 1.670 1.767 -1.880

***

Molecular formula: C16H17ClN2OS3
Method: DFT, ωB97M-V/def2-TZVPD

Its total charge is 0. As for the HOMO-LUMO gap: 7.49 eV. The calculation puts the total energy at -66925.199 eV. The HOMO energy is -7.558 eV. As for the SMILES: CCCCN1C(=O)/C(=C2\Sc3ccc(Cl)cc3N2CC)SC1=S.

Element x y z (Å)
C -4.486 -2.603 -1.997
C -3.644 -1.978 -0.892
C -4.489 -1.085 0.013
C -3.698 -0.539 1.202
N -2.569 0.264 0.780
C -1.292 -0.254 0.781
O -1.001 -1.384 1.164
C -0.339 0.697 0.298
C 0.981 0.324 0.275
S 1.376 -1.285 0.836
C 3.076 -0.951 0.539
C 4.153 -1.791 0.756
C 5.427 -1.336 0.472
C 5.605 -0.048 -0.021
Cl 7.202 0.512 -0.361
C 4.539 0.807 -0.245
C 3.260 0.341 0.035
N 2.072 1.022 -0.129
C 2.019 2.384 -0.616
C 2.183 3.389 0.519
S -1.145 2.198 -0.124
C -2.707 1.543 0.351
S -4.103 2.385 0.284
H -4.948 -1.830 -2.608
H -3.869 -3.227 -2.640
H -5.274 -3.221 -1.573
H -3.178 -2.764 -0.293
H -2.840 -1.391 -1.343
H -5.330 -1.657 0.409
H -4.893 -0.250 -0.563
H -4.344 0.083 1.827
H -3.281 -1.360 1.791
H 3.994 -2.784 1.144
H 6.284 -1.970 0.634
H 4.719 1.800 -0.620
H 1.064 2.539 -1.120
H 2.814 2.505 -1.355
H 1.369 3.288 1.232
H 3.125 3.229 1.039
H 2.168 4.399 0.119

***

Molecular formula: C12H36BrN6O2P2Zr
Method: DFT, ωB97M-V/def2-TZVPD

The calculation puts the relative energy (zero: lowest compared OMol25 entry of this formula, charge and spin) at 16.19 kcal per mole. Its total charge is +3. As for the HOMO-LUMO gap: 4.37 eV. The calculation puts the total energy at -115939.193 eV. The HOMO energy is -17.465 eV.

Element x y z (Å)
Zr -1.939 -2.158 0.832
Br -1.507 -3.433 -1.431
O 0.219 -1.728 0.869
P 1.701 -1.558 1.268
N 2.255 -2.790 2.232
C 1.839 -2.837 3.634
C 3.304 -3.754 1.864
N 2.154 -0.137 2.041
C 3.189 -0.106 3.082
C 1.244 0.990 1.923
N 2.615 -1.586 -0.088
C 2.204 -2.301 -1.300
C 3.957 -0.973 -0.185
H 0.989 -3.521 3.739
H 1.422 -1.863 3.910
H 2.645 -3.109 4.310
H 4.232 -3.359 2.272
H 3.343 -3.881 0.782
H 3.056 -4.764 2.193
H 2.783 -0.324 4.068
H 3.965 -0.833 2.845
H 3.714 0.848 3.088
H 1.654 1.858 2.431
H 1.056 1.225 0.866
H 0.239 0.773 2.314
H 1.140 -2.141 -1.509
H 2.731 -1.947 -2.178
H 2.293 -3.387 -1.193
H 4.623 -1.365 0.592
H 3.918 0.109 -0.103
H 4.487 -1.326 -1.064
O -2.138 -0.232 -0.154
P -2.237 1.077 -0.989
N -3.837 1.459 -1.158
C -4.260 2.656 -1.915
C -4.904 0.582 -0.637
N -1.654 0.957 -2.562
C -2.397 0.168 -3.566
C -0.190 0.985 -2.841
N -1.523 2.416 -0.355
C -1.735 2.777 1.053
C -0.906 3.498 -1.149
H -5.343 2.710 -1.955
H -3.861 2.702 -2.927
H -3.918 3.548 -1.391
H -5.847 0.913 -1.061
H -4.990 0.569 0.451
H -4.738 -0.444 -0.985
H -2.091 -0.870 -3.456
H -3.464 0.273 -3.369
H -2.196 0.597 -4.545
H 0.082 0.066 -3.354
H 0.020 1.823 -3.507
H 0.323 1.183 -1.900
H -1.643 3.835 1.282
H -2.766 2.565 1.362
H -1.057 2.205 1.685
H -1.676 4.117 -1.613
H -0.341 3.162 -2.018
H -0.237 4.084 -0.529

***

Molecular formula: C3H8NO2
Method: DFT, ωB97M-V/def2-TZVPD

The calculation puts the relative energy (zero: lowest compared OMol25 entry of this formula, charge and spin) at 86.75 kcal per mole. Its total charge is +1. As for the HOMO-LUMO gap: 10.10 eV. The calculation puts the total energy at -8816.191 eV. The HOMO energy is -14.427 eV.

Element x y z (Å)
C 0.450 -0.949 -0.937
C 0.249 0.500 -0.448
C -0.494 0.708 0.823
N -1.306 -0.436 1.164
O 1.808 -0.572 -0.365
O 0.592 1.515 -1.115
H 0.019 -1.436 -0.091
H 0.416 -1.340 -2.021
H -1.085 1.611 0.548
H 0.144 1.066 1.557
H 1.963 -1.080 0.456
H -1.910 -0.562 0.372
H -1.759 -0.354 2.143
H 0.915 1.329 -2.086

***

Molecular formula: C10H10BrClTc
Method: DFT, ωB97M-V/def2-TZVPD

The calculation puts the relative energy (zero: lowest compared OMol25 entry of this formula, charge and spin) at 0.00 kcal per mole. Its total charge is 0. The spin multiplicity is 4. As for the HOMO-LUMO gap (alpha / beta): 7.40 / 6.04 eV. The calculation puts the total energy at -95294.562 eV. The HOMO energy (alpha / beta) is -7.776 / -7.708 eV.

Element x y z (Å)
C -2.549 -1.078 0.391
C -1.805 -1.268 -0.843
C -1.482 0.040 -1.357
H -1.532 -2.212 -1.299
C -1.958 1.030 -0.426
C -2.630 0.346 0.646
H -3.110 0.812 1.497
H -2.935 -1.858 1.033
H -0.946 0.248 -2.277
H -1.833 2.100 -0.536
Tc -0.581 -0.281 0.665
Cl -0.072 -2.262 1.542
C 2.952 0.213 0.755
C 2.475 1.434 0.167
C 1.532 1.117 -0.828
H 2.782 2.441 0.458
C 1.375 -0.336 -0.857
C 2.331 -0.868 0.102
H 2.530 -1.932 0.238
H 3.665 0.143 1.577
H 1.044 1.812 -1.522
H 0.938 -0.902 -1.689
Br -0.191 1.262 2.562